i:
This record from OMol25 describes a cluster of 14 separate species, C4H36N2O14 in total. The level of theory is ωB97M-V with the def2-TZVPD basis set.

```
56
Properties=species:S:1:pos:R:3:lowdin_charge:R:1
C 3.562 0.700 -1.021 -0.13
C 2.340 1.041 -2.059 -0.11
C 1.898 -0.201 -2.740 -0.19
O 0.750 -0.266 -3.190 -0.01
N 3.836 -0.813 -0.854 -0.08
C 3.580 -1.643 0.399 -0.26
N 2.135 -1.812 0.463 0.01
H 3.512 1.248 0.013 0.14
H 4.389 1.053 -1.652 0.09
H 1.621 1.556 -1.475 0.09
H 2.591 1.723 -2.747 0.07
H 2.557 -1.052 -2.979 0.13
H 4.791 -0.998 -1.150 0.09
H 3.977 -2.580 0.050 0.09
H 3.956 -1.426 1.353 0.09
H 1.643 -2.015 1.326 0.03
H 1.571 -1.045 0.085 0.07
H -2.469 2.037 1.473 0.02
H -2.986 3.241 2.539 0.10
O -2.268 2.568 2.291 -0.11
H -1.325 -0.749 4.105 0.07
H -2.799 -0.154 4.006 0.03
O -2.316 -0.931 4.189 -0.03
H -1.355 0.621 -2.335 0.02
H -1.497 0.181 -0.804 0.03
O -1.796 0.841 -1.431 -0.09
H -0.790 -4.131 1.439 -0.02
H 0.126 -3.488 2.540 0.03
O -0.777 -3.576 2.194 -0.04
H -3.175 0.664 0.514 0.00
H -4.525 1.350 1.177 0.08
O -3.874 1.370 0.424 -0.12
H -1.833 4.218 -1.231 0.12
H -1.258 2.809 -1.696 -0.02
O -1.052 3.735 -1.699 -0.09
H -2.923 -1.549 1.009 -0.01
H -2.444 -0.982 2.494 0.06
O -2.717 -0.827 1.492 -0.05
H 0.814 -4.373 -0.347 0.09
H -0.281 -4.399 -1.315 -0.03
O -0.169 -4.628 -0.447 -0.05
H 0.925 4.640 -1.639 -0.02
H 0.561 4.034 -0.393 0.04
O 1.201 4.735 -0.741 -0.10
H -2.264 -2.300 -2.483 -0.01
H -0.826 -2.026 -3.001 -0.04
O -1.535 -2.593 -2.932 0.02
H -0.265 -1.106 2.535 0.00
H 0.505 -1.716 3.819 0.10
O 0.507 -1.012 3.092 -0.07
H -0.729 0.616 -4.041 0.08
H -2.048 0.778 -3.832 0.03
O -1.511 0.027 -3.846 -0.06
H 0.568 3.225 3.540 -0.01
H -0.372 2.873 2.457 -0.02
O 0.262 2.507 3.063 -0.04
```

Calculated values
Gap between HOMO and LUMO (eV): 9.3
Lowest unoccupied orbital energy (Eh): 0.0046
HOMO energy (eV): -9.18

***

ii:
This record from OMol25 describes a cluster of 14 separate species, C4H36N2O14 in total. The level of theory is ωB97M-V with the def2-TZVPD basis set.

```
56
Properties=species:S:1:pos:R:3:lowdin_charge:R:1
C 1.958 2.048 0.404 -0.06
C 1.303 1.025 -0.538 -0.23
N 0.381 0.203 0.289 -0.06
C -0.295 -0.782 -0.558 -0.15
C -1.313 -1.659 0.134 -0.50
N -1.766 -1.310 1.354 0.21
O -1.720 -2.626 -0.504 0.03
H 1.528 3.050 0.390 0.07
H 1.791 1.730 1.433 0.06
H 2.992 2.264 0.151 0.07
H 0.650 1.455 -1.283 0.10
H 2.127 0.483 -0.994 0.09
H 0.992 -0.174 0.964 0.04
H -0.807 -0.191 -1.315 0.09
H 0.427 -1.430 -1.050 0.10
H -1.412 -0.514 1.829 0.04
H -2.377 -1.944 1.860 0.14
H 1.585 -0.129 -4.129 0.07
H 2.039 -1.184 -3.085 0.01
O 1.259 -0.795 -3.505 -0.06
H -2.585 0.886 -2.222 0.00
H -3.879 0.087 -2.544 0.08
O -3.554 0.915 -2.114 -0.08
H -0.967 -1.888 -3.206 0.01
H -2.082 -2.628 -2.521 0.03
O -1.933 -1.959 -3.224 -0.07
H -1.814 3.242 1.623 0.07
H -0.356 2.779 1.592 0.03
O -1.004 3.199 2.192 -0.08
H 2.204 -0.342 2.720 0.01
H 3.363 -1.016 3.405 0.07
O 3.048 -0.794 2.527 -0.06
H -1.768 2.057 3.163 0.01
H -3.137 1.267 3.411 0.05
O -2.181 1.198 3.463 -0.09
H 3.990 -0.462 0.982 -0.01
H 4.681 -0.653 -0.384 0.00
O 4.733 -0.164 0.425 -0.06
H -1.772 1.187 0.246 0.03
H -1.294 2.188 -0.834 0.01
O -1.855 2.097 -0.106 -0.02
H -0.370 0.066 -3.482 -0.01
H -1.455 0.734 -4.353 0.06
O -1.084 0.727 -3.476 -0.06
H 2.598 -1.925 -0.714 -0.01
H 3.009 -2.711 -1.884 0.07
O 2.836 -1.804 -1.624 -0.04
H -3.776 0.155 0.791 -0.02
H -4.425 0.755 -0.477 -0.01
O -4.530 0.649 0.476 -0.07
H 2.265 -2.625 1.729 0.05
H 1.334 -3.334 0.727 0.08
O 1.808 -2.509 0.892 -0.04
H 0.125 0.503 4.393 0.07
H -0.088 0.468 2.958 0.01
O 0.573 0.138 3.602 -0.07
```

Calculated values
Gap between HOMO and LUMO (eV): 9.7
Lowest unoccupied orbital energy (Eh): -0.0042
HOMO energy (eV): -9.85

***

Which of the structures shown above is the most stable? The most stable is ii.